Record 1
{"formula": "C5H5ClN2S", "method": "ωB97M-V/def2-TZVPD", "symbols": ["C", "C", "C", "C", "C", "N", "N", "S", "Cl", "H", "H", "H", "H", "H"], "positions_angstrom": [[-1.0960, 1.1510, 0.4037], [-1.3434, 2.0140, 4.1031], [0.8757, -0.2510, 0.3910], [-0.1490, 0.4497, -1.8476], [-0.0765, 0.3559, -0.2596], [-1.8921, 1.8132, 0.9162], [-2.2913, 1.4829, 3.6122], [0.0590, 2.4260, 4.5489], [1.2846, 1.3369, -2.5210], [1.6728, -0.5756, -0.1188], [-2.9975, 1.9807, 3.1020], [0.9967, -0.0826, 1.4175], [-0.0886, -0.6250, -2.0874], [-1.1012, 0.9531, -1.8929]], "mulliken_charge": [0.05, 0.44, -0.82, -0.55, 0.43, -0.39, -0.41, -0.38, -0.16, 0.36, 0.35, 0.36, 0.33, 0.39], "lumo_energy_ha": -0.002, "largest_force_ev_per_a": 3.77, "e_above_lowest_kcal_mol": 5.34, "total_charge": 0, "smiles": "C=C(C#N)CCl.N=C=S", "orbital_gap_ev": 9.3}

***

Record 2
{"formula": "C5H5ClN4O4", "method": "ωB97M-V/def2-TZVPD", "symbols": ["C", "C", "C", "C", "C", "N", "N", "N", "N", "O", "O", "O", "O", "Cl", "H", "H", "H", "H", "H"], "positions_angstrom": [[0.1437, -1.8941, 0.8516], [1.4453, -1.3901, 0.9157], [-0.9779, -1.2678, 0.3483], [1.6131, 0.7278, -0.3469], [-1.1274, 0.1664, 0.1834], [1.9352, -0.2311, 0.4717], [1.0707, 0.8194, -1.5593], [-1.7522, 0.7240, -0.9462], [-0.7368, 1.1114, 1.1823], [-2.3553, 1.7555, -0.7655], [-1.5670, 0.2052, -2.0509], [-0.4525, 0.6540, 2.2893], [-0.6306, 2.3124, 0.9128], [-2.2199, -2.2908, -0.3633], [0.1322, -2.8218, 1.2535], [2.2651, -2.0653, 1.3514], [1.9408, 1.7574, 0.0463], [0.5388, 0.0197, -1.9042], [0.7347, 1.7078, -1.8700]], "mulliken_charge": [-0.73, -0.12, 0.60, -0.05, -0.25, -0.38, -0.32, 1.06, 1.02, -0.60, -0.63, -0.61, -0.59, -0.14, 0.43, 0.36, 0.32, 0.32, 0.30], "lumo_energy_ha": [-0.072, -0.072], "largest_force_ev_per_a": 3.23, "e_above_lowest_kcal_mol": 0.00, "total_charge": 0, "smiles": "N/C=N\\C=C/C(Cl)=C([N+](=O)[O-])[N+](=O)[O-]", "orbital_gap_ev": [7.2, 7.2]}

***

Record 3
{"formula": "C5H5ClN4OS", "method": "ωB97M-V/def2-TZVPD", "symbols": ["C", "C", "C", "C", "C", "N", "N", "N", "N", "O", "S", "Cl", "H", "H", "H", "H", "H"], "positions_angstrom": [[-2.1218, 0.0269, 0.4879], [-1.4310, -0.3098, 1.6398], [0.5996, -0.6512, 0.5325], [-1.5792, 0.0406, -0.8114], [2.0846, -0.6962, 0.5283], [-0.0954, -0.4930, 1.5379], [-0.1844, 1.7044, -0.9260], [0.7386, -0.1032, -1.9786], [0.5966, 1.1973, -1.7561], [1.3971, 1.9430, -2.3228], [-0.1907, -0.9654, -1.0853], [-2.0512, -0.2643, 3.3113], [-3.1930, 0.3306, 0.7134], [-1.9528, 0.3014, -1.7773], [2.4503, -1.2385, -0.2799], [2.2957, -1.1045, 1.6044], [2.6368, 0.2818, 0.5820]], "mulliken_charge": [-0.16, 0.11, 0.80, -0.36, -1.20, -0.45, -0.61, -0.54, 1.26, -0.72, 0.20, -0.15, 0.30, 0.49, 0.41, 0.34, 0.27], "lumo_energy_ha": [-0.048, -0.064], "largest_force_ev_per_a": 4.04, "e_above_lowest_kcal_mol": 41.30, "total_charge": 0, "orbital_gap_ev": [7.4, 7.6]}

***

Record 4
{"formula": "C5H5CuFO4", "method": "ωB97M-V/def2-TZVPD", "symbols": ["C", "H", "H", "C", "O", "Cu", "H", "O", "O", "O", "C", "C", "C", "H", "F", "H"], "positions_angstrom": [[0.2060, -1.5888, 1.2985], [0.5884, 1.8920, 1.1188], [-0.8498, -1.8852, 1.3196], [1.1299, -2.3155, 0.5955], [0.9093, -3.3152, -0.1930], [-0.6646, -2.4994, -1.3005], [2.1862, -1.9827, 0.7006], [-0.3475, 1.2969, -1.8311], [-0.9482, 0.8676, 0.2376], [-1.4961, -0.5863, -1.3825], [0.2540, 2.2570, -1.0650], [-0.1866, 2.0556, 0.3351], [-0.9803, 0.4352, -1.0222], [0.7093, 3.1121, -1.5523], [-1.0389, 3.0504, 0.7661], [0.5290, -0.7936, 1.9749]], "mulliken_spin": [0.00, 0.04, 0.00, 0.00, 0.00, 0.00, 0.00, 0.05, -0.01, 0.03, 0.81, 0.00, 0.03, 0.02, 0.02, 0.00], "lumo_energy_ha": [-0.006, -0.049], "largest_force_ev_per_a": 1.87, "total_charge": 0, "spin_multiplicity": 2, "orbital_gap_ev": [7.1, 6.0]}